(1)
Molecular formula: C2H3N5O
Method: DFT, ωB97M-V/def2-TZVPD

Element x y z (Å)
H  -2.48  -1.23  0.74
N  -2.43  -0.22  0.49
C  -1.43  0.03  -0.12
N  -0.89  1.42  -0.48
C  0.38  1.23  -0.32
N  1.04  -0.05  -0.05
O  2.34  -0.20  0.16
N  0.53  -1.22  -0.49
N  -0.79  -1.24  -0.75
H  1.26  1.84  -0.41
H  2.46  -0.36  1.22

HOMO ... -9.83 eV
Orbital gap ... 9.7199 eV
Structure (SMILES) ... [H]/N=c1/ncn(O)nn1
Total charge ... 0



(2)
Molecular formula: C22H36N11O6P3W
Method: DFT, ωB97M-V/def2-TZVPD

Element x y z (Å)
W  0.49  -0.96  -0.12
N  -1.54  -0.65  3.73
C  -0.52  -0.31  2.99
N  -0.12  -1.02  1.95
C  -0.81  -2.16  1.65
N  -0.38  -2.82  0.51
N  1.00  -2.75  0.32
C  1.70  -3.52  -0.53
C  2.60  -2.73  -1.29
C  3.59  -3.22  -2.13
C  4.37  -2.33  -2.84
C  4.14  -0.97  -2.68
C  3.15  -0.54  -1.83
N  2.37  -1.38  -1.14
C  -1.95  -2.56  2.36
C  -2.69  -3.72  2.07
C  -3.75  -4.06  2.87
C  -4.09  -3.26  3.98
C  -3.38  -2.12  4.28
C  -2.31  -1.77  3.47
H  -1.75  -0.10  4.56
H  0.06  0.55  3.29
H  1.54  -4.59  -0.63
H  3.74  -4.29  -2.21
H  5.14  -2.69  -3.51
H  4.74  -0.24  -3.22
H  2.96  0.51  -1.68
H  -2.39  -4.35  1.24
H  -4.32  -4.96  2.66
H  -4.92  -3.55  4.62
H  -3.65  -1.51  5.14
N  -3.04  -1.09  -3.66
C  -2.23  -0.30  -2.67
C  -2.47  1.20  -2.93
P  -2.71  -0.68  -0.91
O  -2.69  -2.28  -1.02
O  -4.00  -0.17  -0.45
O  -1.42  -0.19  -0.17
P  -0.43  -0.67  -2.96
O  -0.21  -2.15  -2.29
O  -0.13  -0.66  -4.39
O  0.35  0.16  -1.92
H  -4.02  -0.77  -3.68
H  -3.05  -2.09  -3.45
H  -2.65  -0.97  -4.61
H  -3.53  1.44  -2.80
H  -2.15  1.49  -3.94
H  -1.92  1.79  -2.20
H  -3.43  -2.69  -0.55
H  -0.15  -2.88  -2.93
C  -0.29  4.80  -0.49
N  1.07  4.35  -1.05
C  2.17  4.76  -0.04
N  1.88  4.20  1.23
C  0.58  4.67  1.72
N  -0.49  4.25  0.81
C  -0.73  2.82  0.83
P  0.77  1.87  0.24
C  1.09  2.87  -1.30
C  2.03  2.75  1.31
H  -1.06  4.49  -1.19
H  -0.26  5.89  -0.44
H  1.24  4.84  -1.93
H  2.17  5.85  0.00
H  3.13  4.41  -0.43
H  0.59  5.76  1.79
H  0.39  4.28  2.72
H  -1.60  2.56  0.21
H  -0.96  2.51  1.85
H  0.34  2.64  -2.05
H  2.06  2.61  -1.72
H  3.04  2.47  1.00
H  1.91  2.45  2.35
N  2.49  -1.78  2.86
N  2.84  -0.92  1.75
H  3.24  -1.78  3.55
H  2.42  -2.73  2.51
H  3.71  -1.25  1.33
H  3.06  -0.03  2.19

HOMO (spin up / spin down) ... -18.19 / -19.31 eV
Orbital gap (spin up / spin down) ... 6.2541 / 7.1033 eV
Total charge ... +4
Spin multiplicity ... 3



(3)
Molecular formula: C39H31As2CoN5OS
Method: DFT, ωB97M-V/def2-TZVPD

Element x y z (Å)
Co  0.51  -0.05  -1.10
S  2.44  1.05  0.08
C  3.61  -0.15  0.38
C  4.95  0.27  0.58
C  5.94  -0.67  0.76
C  5.63  -2.02  0.77
C  4.31  -2.45  0.61
C  3.31  -1.53  0.42
As  1.44  -1.99  0.23
C  0.78  -1.79  2.03
C  -0.59  -1.56  2.17
C  -1.13  -1.34  3.43
C  -0.31  -1.34  4.54
C  1.05  -1.57  4.41
C  1.60  -1.79  3.15
C  1.43  -3.87  -0.13
C  1.14  -4.80  0.87
C  1.13  -6.16  0.56
C  1.41  -6.58  -0.73
C  1.69  -5.65  -1.72
C  1.69  -4.30  -1.43
H  5.17  1.33  0.58
H  6.97  -0.35  0.89
H  6.42  -2.76  0.91
H  4.08  -3.51  0.64
H  -1.23  -1.55  1.30
H  -2.19  -1.15  3.52
H  -0.73  -1.16  5.52
H  1.69  -1.57  5.28
H  2.67  -1.96  3.05
H  0.93  -4.48  1.88
H  0.91  -6.88  1.34
H  1.40  -7.64  -0.96
H  1.90  -5.98  -2.73
H  1.91  -3.58  -2.21
C  -4.48  0.46  3.08
C  -3.64  1.54  3.31
C  -2.66  1.88  2.39
C  -2.53  1.14  1.23
C  -3.36  0.05  0.99
C  -4.34  -0.29  1.91
As  -1.17  1.54  -0.09
C  -2.12  2.35  -1.55
C  -2.94  1.73  -2.48
C  -3.49  2.49  -3.50
C  -3.21  3.85  -3.59
C  -2.38  4.46  -2.66
C  -1.83  3.71  -1.63
C  -0.93  4.23  -0.57
C  -0.49  5.54  -0.44
C  0.36  5.88  0.59
C  0.79  4.93  1.51
C  0.38  3.61  1.38
C  -0.48  3.27  0.35
H  -5.24  0.20  3.80
H  -3.75  2.12  4.22
H  -2.02  2.73  2.57
H  -3.25  -0.54  0.09
H  -5.00  -1.13  1.73
H  -3.15  0.67  -2.42
H  -4.15  2.03  -4.23
H  -3.64  4.44  -4.39
H  -2.16  5.52  -2.75
H  -0.80  6.30  -1.15
H  0.71  6.90  0.68
H  1.47  5.21  2.30
H  0.72  2.86  2.09
N  -2.15  -2.78  -3.02
C  -1.27  -1.76  -2.87
N  -0.64  -1.30  -3.96
O  -1.08  -1.28  -1.73
H  -2.27  -3.25  -3.90
H  -2.51  -3.20  -2.19
H  -0.89  -1.61  -4.88
H  -0.11  -0.44  -3.87
N  0.91  0.91  -2.78
C  1.15  2.03  -3.11
N  1.34  3.15  -3.61
C  1.93  4.20  -3.07
N  2.43  5.16  -2.66

HOMO (spin up / spin down) ... -10.67 / -10.67 eV
Orbital gap (spin up / spin down) ... 8.5945 / 5.3187 eV
Total charge ... +1
Spin multiplicity ... 5



(4)
Molecular formula: C44H49CaN7O2S2Se
Method: DFT, ωB97M-V/def2-TZVPD

Element x y z (Å)
Ca  0.36  0.07  -0.19
C  -2.02  -0.07  2.07
N  -1.87  -0.94  0.91
C  -1.73  -2.35  1.33
C  -0.31  -2.91  1.30
C  0.63  -2.40  2.37
N  0.94  -0.98  2.19
C  1.80  -0.49  2.99
C  2.28  0.88  3.04
C  3.32  1.17  3.93
C  3.89  2.42  4.02
C  3.41  3.42  3.16
C  2.39  3.18  2.28
C  1.75  1.90  2.19
O  0.75  1.71  1.42
C  -3.06  -0.75  0.06
C  -3.06  -1.49  -1.27
C  -2.00  -1.06  -2.27
N  -0.65  -1.45  -1.86
C  0.01  -2.17  -2.69
C  1.37  -2.66  -2.56
C  1.80  -3.54  -3.56
C  3.07  -4.07  -3.60
C  3.96  -3.69  -2.59
C  3.59  -2.82  -1.60
C  2.29  -2.24  -1.55
O  2.01  -1.36  -0.65
H  -2.98  -0.25  2.59
H  -1.99  0.97  1.75
H  -1.20  -0.21  2.77
H  -2.32  -2.96  0.65
H  -2.17  -2.48  2.33
H  0.13  -2.74  0.32
H  -0.39  -4.00  1.42
H  1.56  -2.99  2.34
H  0.18  -2.55  3.36
H  2.27  -1.15  3.75
H  3.69  0.36  4.55
H  4.70  2.62  4.71
H  3.86  4.41  3.19
H  2.05  3.95  1.60
H  -3.15  0.32  -0.14
H  -3.96  -1.04  0.64
H  -4.04  -1.27  -1.72
H  -3.03  -2.57  -1.13
H  -2.01  0.03  -2.39
H  -2.23  -1.46  -3.25
H  -0.49  -2.46  -3.62
H  1.09  -3.79  -4.35
H  3.38  -4.72  -4.40
H  4.98  -4.07  -2.61
H  4.30  -2.49  -0.85
S  0.22  1.92  -2.27
C  1.10  0.99  -3.49
C  2.43  0.66  -3.20
C  3.24  -0.07  -4.07
C  4.60  -0.34  -3.73
N  5.71  -0.53  -3.45
C  2.70  -0.48  -5.30
C  1.39  -0.14  -5.61
C  0.55  0.62  -4.76
S  -1.02  1.04  -5.33
C  3.47  -1.23  -6.25
N  4.07  -1.83  -7.03
H  2.84  0.97  -2.25
H  0.98  -0.44  -6.57
C  -7.68  4.22  1.05
C  -6.71  4.52  2.19
C  -6.41  3.29  3.05
C  -5.51  2.27  2.37
N  -4.16  2.78  2.20
C  -3.59  3.12  1.00
Se  -4.38  3.09  -0.64
N  -2.30  3.49  1.27
C  -1.33  3.96  0.28
C  -1.56  5.41  -0.14
C  -1.59  6.43  0.99
C  -2.94  6.57  1.69
C  -2.06  3.37  2.63
C  -0.92  3.59  3.39
C  -1.00  3.32  4.75
C  -2.17  2.84  5.33
C  -3.32  2.63  4.58
C  -3.24  2.91  3.22
H  -7.89  5.13  0.47
H  -8.63  3.84  1.43
H  -7.26  3.49  0.36
H  -7.12  5.31  2.82
H  -5.77  4.91  1.78
H  -7.35  2.79  3.32
H  -5.95  3.61  3.99
H  -5.87  2.01  1.38
H  -5.44  1.36  2.97
H  -1.37  3.31  -0.59
H  -0.35  3.83  0.74
H  -2.48  5.47  -0.72
H  -0.74  5.64  -0.83
H  -1.32  7.41  0.58
H  -0.81  6.19  1.73
H  -3.73  6.73  0.95
H  -2.94  7.42  2.38
H  -3.21  5.68  2.27
H  0.01  3.92  2.94
H  -0.11  3.45  5.36
H  -2.19  2.63  6.39
H  -4.23  2.25  5.02

HOMO ... -1.01 eV
Orbital gap ... 4.5722 eV
Total charge ... -2



We obtain E_tot values of -11614.817, -81733.066, -220579.054, -166412.258 eV for the records listed above, in that order.
We obtain energy above the lowest of the compared OMol25 structures with the same formula, charge and spin values of 138.65, 95.11, 0.00, 0.00 kcal per mole for the records listed above, in that order.